Molecular formula: C5H8Cl2
Method: DFT, wB97M-V/def2-TZVPD

Each atom is followed by the atoms it is bonded to, with distances in Å.
Element x y z (Å)
1 Cl 0.882 -0.406 2.003  C6 1.769
2 Cl -1.406 1.352 -1.192  C3 1.787
3 C 0.032 0.739 -0.325  Cl2 1.787, C4 1.487, C5 1.886, C6 1.485
4 C 1.167 1.699 -0.315  C3 1.487, H8 1.009, H12 1.191, H13 1.043
5 C 0.549 -1.027 -0.740  C3 1.886, C6 1.518, H9 1.069, H14 1.050
6 C -0.086 -0.474 0.524  Cl1 1.769, C3 1.485, C5 1.518, C7 1.485
7 C -1.416 -1.035 0.870  C6 1.485, H10 1.131, H11 1.103, H15 1.132
8 H 1.004 2.429 0.363  C4 1.009
9 H 1.550 -1.170 -1.086  C5 1.069
10 H -2.094 -0.427 1.541  C7 1.131
11 H -2.005 -1.158 -0.055  C7 1.103
12 H 2.175 1.064 -0.306  C4 1.191
13 H 1.242 2.156 -1.249  C4 1.043
14 H -0.202 -1.612 -1.182  C5 1.050
15 H -1.391 -2.131 1.150  C7 1.132

Spin multiplicity: 1
Energy above the lowest of the compared OMol25 structures with the same formula, charge and spin (eV): 2.537
HOMO (eV): -8.89
E_LUMO (eV): 0.8
Total charge: 0
Max |F| (eV/A): 5.35
Structure (SMILES): C[C@@]1(Cl)C[C@@]1(C)Cl

Atomic partial charges in e from the natural (NBO) method, atoms 1 to 8: Cl -0.046; Cl -0.025; C 0.038; C -0.641; C -0.412; C -0.110; C -0.632; H 0.225